[1]
This record from OMol25 describes a single C4H6N2 molecule at a distorted geometry. The level of theory is ωB97M-V with the def2-TZVPD basis set.

ΔE to the lowest compared entry with this formula, charge and spin, kcal/mol: 113.35
Orbital gap, eV: 10.2351
HOMO level, eV: -9.224
Total charge: 0
E, eV: -7220.676
Lowest unoccupied orbital energy, Ha: 0.0372
Spin multiplicity: 1

Geometry as XYZ:
```
12
Properties=species:S:1:pos:R:3:forces:R:3:lowdin_charge:R:1
C -0.2624 -0.4334 -1.0761 -1.00 3.28 0.93 -0.108
C -0.3679 1.1524 -0.8041 -0.67 1.50 -0.22 -0.136
C 0.0319 -0.3944 1.4336 -1.10 4.69 0.14 -0.025
C 0.6297 -0.6803 0.1316 -2.70 -2.16 -1.95 -0.396
H -1.3123 -0.7959 -1.1280 0.58 -0.08 0.91 0.111
H 0.0531 -0.6698 -2.0648 1.19 -0.01 -0.68 0.078
H -1.0492 1.7844 -1.5423 1.36 -1.07 2.09 0.128
H -0.8496 0.3300 1.8984 2.23 -2.26 -2.08 0.171
H 0.6015 -0.8032 2.1469 1.42 -1.85 3.04 0.024
H 1.0773 -1.7118 0.1294 0.71 1.63 -0.03 0.157
N 0.2648 1.6673 0.2531 -0.52 -3.23 -4.93 0.019
N 1.1830 0.5547 0.6224 -1.50 -0.45 2.80 -0.023
```
Forces are in eV/Å.

---

[2]
This record from OMol25 describes a 2-piece molecular cluster, C4H6N2 overall at a distorted geometry. The level of theory is ωB97M-V with the def2-TZVPD basis set.

ΔE to the lowest compared entry with this formula, charge and spin, kcal/mol: 107.77
Orbital gap, eV: 9.2814
HOMO level, eV: -8.944
Total charge: 0
E, eV: -7220.918
Lowest unoccupied orbital energy, Ha: 0.0124
Spin multiplicity: 1

Geometry as XYZ:
```
12
Properties=species:S:1:pos:R:3:forces:R:3:lowdin_charge:R:1
C -1.3490 0.9583 -0.3058 -0.01 0.00 0.01 -0.018
C -0.1092 0.1838 -0.4408 0.30 0.22 -0.03 -0.242
N 0.3247 -1.1889 -0.7947 -0.04 -0.21 -0.30 0.060
C 1.1621 0.0432 -0.5205 -0.22 0.27 0.02 -0.178
C 2.4772 0.5147 -0.5568 0.85 0.40 -0.08 -0.161
N 3.5491 0.9520 -0.6307 -0.96 -0.49 0.12 0.150
H -1.7554 1.1436 -1.3071 0.00 -0.03 0.12 0.094
H -2.1017 0.4132 0.2697 0.15 0.02 -0.06 0.081
H -1.1413 1.9195 0.1698 -0.04 -0.14 -0.07 0.090
H -0.9404 -1.7546 1.8673 0.07 -0.02 0.05 0.032
H 0.2320 -1.2986 -1.8143 0.03 -0.01 0.15 0.078
H -0.4064 -1.8864 1.3633 -0.12 0.00 0.06 0.014
```
Forces are in eV/Å.

---

[3]
This record from OMol25 describes a single C4H6N2 molecule at a distorted geometry. The level of theory is ωB97M-V with the def2-TZVPD basis set.

ΔE to the lowest compared entry with this formula, charge and spin, kcal/mol: 12.46
Orbital gap, eV: 9.6280
HOMO level, eV: -8.640
Total charge: 0
E, eV: -7225.050
Lowest unoccupied orbital energy, Ha: 0.0363
Spin multiplicity: 1

Geometry as XYZ:
```
12
Properties=species:S:1:pos:R:3:forces:R:3:lowdin_charge:R:1
C -1.8927 -0.1972 -0.0163 -0.06 -0.11 0.05 -0.050
C -0.4029 -0.1805 -0.0255 -0.07 -0.07 -0.18 -0.381
C 0.3509 0.9436 0.1472 -0.27 -0.39 0.70 -0.101
N 1.6633 0.5349 0.0063 0.00 -0.18 0.18 0.038
C 1.6194 -0.7980 -0.2318 0.14 -0.13 -0.07 -0.205
N 0.3948 -1.2733 -0.2464 0.24 0.04 -0.31 0.098
H -2.2601 0.8238 0.1376 0.00 -0.24 0.04 0.074
H -2.2872 -0.8520 0.7644 -0.04 0.02 -0.12 0.075
H -2.2674 -0.5369 -0.9894 0.03 -0.02 0.22 0.080
H 0.0342 1.6140 0.9226 0.15 1.28 -0.54 0.113
H 2.4533 1.1381 -0.1611 -0.03 -0.15 0.34 0.143
H 2.5279 -1.3759 -0.3147 -0.09 -0.04 -0.31 0.115
```
Forces are in eV/Å.

---

[4]
This record from OMol25 describes a single C4H6N2 molecule at a distorted geometry. The level of theory is ωB97M-V with the def2-TZVPD basis set.

ΔE to the lowest compared entry with this formula, charge and spin, kcal/mol: 87.61
Orbital gap, eV: 9.9509
HOMO level, eV: -9.077
Total charge: 0
E, eV: -7221.792
Lowest unoccupied orbital energy, Ha: 0.0321
Spin multiplicity: 1

Geometry as XYZ:
```
12
Properties=species:S:1:pos:R:3:forces:R:3:lowdin_charge:R:1
N 1.3652 1.4325 1.0150 0.17 0.33 0.10 0.140
C 0.1127 -0.2913 -0.3479 0.09 -0.11 -0.13 -0.311
C -1.2310 -0.2585 -0.9505 0.20 0.10 -0.41 -0.091
C -0.8952 -1.2486 0.1730 0.27 -0.22 -0.04 -0.085
C 1.1936 0.4819 0.0677 -0.35 -0.60 0.01 -0.479
N 1.7311 -0.3194 -0.7475 -1.56 0.02 0.71 0.249
H 2.1056 1.3529 1.6801 0.57 0.49 -0.18 0.089
H 0.9877 2.3148 0.7186 0.13 0.31 0.64 0.097
H -1.2865 -0.5957 -1.9756 -0.33 -0.29 -0.01 0.095
H -1.9460 0.5325 -0.6886 0.52 -0.15 -0.16 0.100
H -1.4188 -1.1127 1.1298 0.53 0.14 -0.35 0.100
H -0.7183 -2.2884 -0.0743 -0.23 -0.03 -0.18 0.096
```
Forces are in eV/Å.

---

[5]
This record from OMol25 describes a single C4H6N2 molecule at a distorted geometry. The level of theory is ωB97M-V with the def2-TZVPD basis set.

ΔE to the lowest compared entry with this formula, charge and spin, kcal/mol: 46.97
Orbital gap, eV: 10.7408
HOMO level, eV: -9.798
Total charge: 0
E, eV: -7223.554
Lowest unoccupied orbital energy, Ha: 0.0347
Spin multiplicity: 1

Geometry as XYZ:
```
12
Properties=species:S:1:pos:R:3:forces:R:3:lowdin_charge:R:1
N -2.4508 1.5870 0.1177 0.98 -0.24 -0.42 0.147
C -1.4157 1.3093 -0.3162 -0.87 0.24 0.39 -0.213
C -0.1035 0.9165 -0.8522 -0.05 0.01 -0.14 -0.184
N 0.7601 0.2813 0.1450 0.01 0.17 -0.03 -0.114
C 0.9531 -1.1570 0.0337 0.12 -0.24 -0.10 -0.144
C 0.1450 -0.5906 1.1345 -0.16 -0.07 0.22 -0.147
H -0.2836 0.2673 -1.7197 0.01 0.05 0.12 0.121
H 0.3940 1.8173 -1.2249 -0.07 -0.11 0.05 0.120
H 1.9665 -1.5096 0.2073 -0.15 0.07 -0.02 0.102
H 0.4134 -1.6815 -0.7555 0.08 0.11 0.11 0.106
H -0.9338 -0.7362 1.0932 0.17 0.03 -0.02 0.102
H 0.5552 -0.5036 2.1370 -0.05 -0.02 -0.17 0.105
```
Forces are in eV/Å.

---

[6]
This record from OMol25 describes C4H6N2 as an isolated structure at a distorted geometry. The level of theory is ωB97M-V with the def2-TZVPD basis set.

ΔE to the lowest compared entry with this formula, charge and spin, kcal/mol: 73.24
Orbital gap, eV: 9.8749
HOMO level, eV: -9.473
Total charge: 0
E, eV: -7222.415
Lowest unoccupied orbital energy, Ha: 0.0148
Spin multiplicity: 1

Geometry as XYZ:
```
12
Properties=species:S:1:pos:R:3:forces:R:3:lowdin_charge:R:1
C -1.8613 0.6862 -1.4302 1.39 0.88 1.94 -0.087
C -0.6681 0.2005 -0.7402 1.05 -1.22 1.73 -0.289
C -1.1850 1.0840 0.4280 0.99 -1.41 -1.28 -0.122
C 1.3260 -0.9709 -0.0172 -0.38 -3.58 -1.17 -0.139
N -2.2603 1.5314 -0.5351 -0.05 -0.89 0.10 0.102
N 0.2457 -0.6642 -0.9165 -1.65 1.18 -0.62 0.020
H -2.1713 0.4586 -2.3743 -1.47 -0.19 -2.47 0.079
H -1.4102 0.4020 1.2392 -0.90 0.36 0.36 0.107
H -0.4433 1.7700 0.7320 0.34 1.39 0.48 0.086
H 1.2741 -2.1527 0.1221 0.35 2.22 -0.58 0.118
H 1.3899 -0.6678 0.9978 -0.22 1.33 0.82 0.051
H 2.1861 -0.7583 -0.6493 0.52 -0.07 0.67 0.074
```
Forces are in eV/Å.

---

[7]
This record from OMol25 describes a single C4H6N2 molecule. The level of theory is ωB97M-V with the def2-TZVPD basis set.

ΔE to the lowest compared entry with this formula, charge and spin, kcal/mol: 43.90
Orbital gap, eV: 8.9408
HOMO level, eV: -7.893
Total charge: 0
E, eV: -7223.687
Lowest unoccupied orbital energy, Ha: 0.0385
Spin multiplicity: 1

Geometry as XYZ:
```
12
Properties=species:S:1:pos:R:3:forces:R:3:lowdin_charge:R:1
C -1.8411 -0.0094 0.3584 0.13 0.05 -0.02 0.037
C -0.5409 0.1374 0.0983 -0.12 -0.05 0.00 -0.292
C 0.4419 -0.9318 -0.3374 -0.12 -0.07 -0.07 -0.139
N 1.6957 -0.1914 -0.3633 0.19 -0.10 -0.17 -0.085
N 1.5424 1.1079 -0.0146 -0.38 0.06 0.02 0.026
C 0.2895 1.3475 0.1714 0.09 0.06 0.01 -0.135
H -2.4704 0.8436 0.5971 0.14 -0.11 0.01 0.058
H 0.1925 -1.2605 -1.3544 0.00 -0.10 0.16 0.121
H -2.3181 -0.9867 0.3477 0.09 0.17 -0.08 0.060
H 0.4634 -1.8088 0.3202 0.04 0.18 -0.04 0.122
H 2.5993 -0.6003 -0.2057 -0.11 0.06 0.12 0.120
H -0.0542 2.3526 0.3823 0.06 -0.15 0.07 0.107
```
Forces are in eV/Å.

---

[8]
This record from OMol25 describes a 2-piece molecular cluster, C4H6N2 overall. The level of theory is ωB97M-V with the def2-TZVPD basis set.

ΔE to the lowest compared entry with this formula, charge and spin, kcal/mol: 55.37
Orbital gap, eV: 9.5276
HOMO level, eV: -10.297
Total charge: 0
E, eV: -7223.190
Lowest unoccupied orbital energy, Ha: -0.0283
Spin multiplicity: 1

Geometry as XYZ:
```
12
Properties=species:S:1:pos:R:3:forces:R:3:lowdin_charge:R:1
N -1.3502 1.5311 0.3480 0.05 -0.36 0.02 0.191
C -0.7498 0.4246 0.2055 -0.13 0.27 0.03 -0.438
C -1.1891 -0.9625 0.5433 0.09 -0.14 -0.02 -0.025
C -0.1792 -1.7667 0.1995 -0.17 0.06 0.06 -0.048
C 0.8791 -0.8767 -0.3497 0.06 0.15 -0.05 -0.129
N 0.5676 0.3671 -0.3540 -0.01 -0.31 0.04 0.085
H 2.1326 2.3781 -0.9517 0.12 0.09 -0.03 -0.019
H -2.2708 1.3722 0.7634 0.08 0.03 -0.04 0.060
H -2.1469 -1.2195 0.9796 0.15 0.04 -0.07 0.106
H -0.1138 -2.8446 0.2876 -0.01 0.17 -0.01 0.100
H 1.8416 -1.2205 -0.7223 -0.12 0.05 0.05 0.111
H 2.7012 2.8375 -1.1085 -0.09 -0.06 0.02 0.005
```
Forces are in eV/Å.